Formula: C29H38LuN2O2P3
Source: the OMol25 dataset
Level of theory: the ωB97M-V functional and the def2-TZVPD basis

Each line ends with the Löwdin charge.
Element x y z (Å)
Lu 0.23754 0.59955 -1.69028  1.274
P 2.33098 -1.16865 -1.18760  0.825
C 2.33186 -1.04786 -3.07154  -0.310
C 1.08064 -1.64698 -3.69261  -0.330
N -0.09258 -1.12121 -3.26030  -0.031
C -1.26243 -1.57539 -3.76833  -0.301
C -1.28582 -2.61892 -4.68511  0.001
C -0.09187 -3.15445 -5.15220  0.005
C 1.11151 -2.64415 -4.66253  0.008
C -2.56042 -0.91656 -3.34545  -0.260
P -2.37876 0.75616 -2.55006  0.809
H 2.07469 -3.01362 -5.00543  0.131
H -2.25116 -2.97017 -5.04551  0.134
H -0.09197 -3.95200 -5.89466  0.133
H -3.19563 -0.78712 -4.23905  0.107
H -3.11029 -1.55961 -2.63067  0.110
H 2.37677 0.06828 -3.30027  0.073
H 3.24751 -1.55022 -3.40471  0.103
H 1.12652 2.74617 -2.57595  0.045
O 1.80929 1.92380 -2.60511  -0.217
H 2.68683 2.20851 -2.30382  0.099
H -0.85499 2.70225 -1.96775  0.007
O -0.19669 3.36506 -2.36402  -0.057
H -0.16745 4.09822 -1.71446  0.129
C -2.86659 1.84199 -3.93409  -0.257
H -3.83007 1.51134 -4.34100  0.063
H -2.96393 2.87223 -3.57019  0.056
H -2.10872 1.81271 -4.72505  0.059
C -3.88088 0.83668 -1.52054  -0.236
H -3.77973 1.66646 -0.81012  0.034
H -4.76956 1.00810 -2.14346  0.067
H -3.99594 -0.09954 -0.96167  0.058
C 2.35923 -2.96532 -0.90453  -0.231
H 3.39546 -3.32503 -0.82663  0.059
H 1.82283 -3.15226 0.03673  0.039
H 1.84965 -3.49674 -1.71697  0.050
C 4.01267 -0.63676 -0.71675  -0.240
H 3.93686 -0.10858 0.24805  0.040
H 4.66708 -1.51403 -0.60160  0.056
H 4.44321 0.04465 -1.46445  0.053
N 0.02528 0.77662 0.29319  -0.483
P 0.01055 0.57198 1.84882  0.760
C 1.33220 1.46614 2.70437  -0.306
C 1.49044 1.39757 4.09354  -0.076
C 2.51549 2.11418 4.71880  -0.051
C 3.39682 2.88629 3.95510  -0.060
C 3.25114 2.94674 2.56561  -0.076
C 2.22035 2.23965 1.94225  -0.105
C -1.53276 1.12952 2.61623  -0.293
C -1.97554 0.67029 3.86465  -0.078
C -3.22797 1.07022 4.34718  -0.053
C -4.03409 1.93078 3.59667  -0.060
C -3.58004 2.40600 2.36223  -0.081
C -2.33009 2.01738 1.87533  -0.106
C 0.20432 -1.11508 2.48225  -0.307
C -0.90609 -1.97305 2.45426  -0.094
C -0.79972 -3.27322 2.94836  -0.065
C 0.42274 -3.74514 3.43688  -0.060
C 1.54664 -2.91704 3.39186  -0.071
C 1.44897 -1.61269 2.90449  -0.088
H 0.81108 0.79078 4.69278  0.108
H 2.62563 2.06725 5.80308  0.117
H 4.19087 3.45489 4.44111  0.116
H 3.93535 3.54972 1.96467  0.108
H 2.09257 2.26976 0.85870  0.068
H -1.36394 -0.00806 4.45990  0.108
H -3.57155 0.69984 5.31123  0.115
H -5.01113 2.24181 3.97564  0.117
H -4.19827 3.08506 1.77188  0.107
H -1.96182 2.36898 0.90726  0.070
H -1.86005 -1.61108 2.06571  0.111
H -1.67807 -3.91943 2.95202  0.113
H 0.50065 -4.75757 3.84274  0.117
H 2.51077 -3.28253 3.74736  0.114
H 2.33366 -0.97361 2.87353  0.107

## Properties
HOMO in eV: -13.50
Orbital gap in eV: 7.978
Charge: +2
Lowest unoccupied orbital energy in eV: -5.526

Formula: C38H47Br6F27O18
Source: the OMol25 dataset
Level of theory: the ωB97M-V functional and the def2-TZVPD basis

Each line ends with the Mulliken spin population.
Element x y z (Å)
C 2.11389 -3.52023 3.49870  0.000
Br 3.09533 -4.08651 5.05826  0.000
Br 2.75393 -1.89971 2.59857  0.000
Br 0.22250 -3.42895 3.92209  0.000
H 2.31942 -4.31661 2.78342  0.000
C -4.28444 -3.55868 -1.83172  0.005
Br -4.04608 -1.78622 -2.59981  0.005
Br -5.76720 -3.55902 -0.49805  0.002
Br -2.53328 -4.14234 -1.10239  0.000
H -4.64136 -4.18521 -2.64914  0.001
C 3.13149 -6.51834 -1.19859  0.000
C 2.07934 -7.57374 -1.76534  0.000
O 1.27539 -7.77254 -0.64533  0.000
C 0.13073 -7.09085 -0.46719  -0.001
O -0.22805 -6.19413 -1.22655  0.000
C -0.68589 -7.55185 0.77526  0.000
F -0.25041 -7.00546 1.97664  0.000
F -2.00220 -7.26028 0.63433  0.000
F -0.46987 -8.91024 0.92053  0.000
H 2.72430 -5.67898 -0.63486  0.000
H 3.66429 -6.08274 -2.04386  0.000
H 3.85683 -7.02148 -0.55918  0.000
H 2.41213 -8.53250 -2.16298  0.000
H 1.53741 -7.13833 -2.60489  0.000
C 0.88472 -2.76057 -0.69887  0.000
C 0.25464 -1.70775 -1.58875  0.002
O 0.39339 -0.37936 -1.13775  -0.003
C -0.03127 -0.02546 0.06745  -0.005
O -0.53912 -0.69674 0.93853  0.001
C 0.11764 1.49271 0.23585  0.007
F 0.24309 1.76270 1.54859  0.000
F 1.20524 2.03791 -0.39540  0.000
F -0.94979 2.04064 -0.20242  0.003
H 1.76171 -2.40144 -0.16034  -0.001
H 1.08518 -3.74823 -1.11414  0.001
H 0.17852 -3.07226 0.07070  0.001
H -0.80001 -1.87720 -1.80580  -0.001
H 0.66978 -1.84377 -2.58738  0.000
C 2.30249 6.60806 0.10598  0.000
C 1.26617 5.77158 0.77980  0.000
O 0.47279 5.09558 -0.17909  -0.002
C -0.33052 5.71517 -1.01519  0.000
O -0.51716 6.89918 -0.98429  0.000
C -0.87222 4.87837 -2.07898  0.005
F -1.01378 5.65138 -3.19473  -0.001
F -0.11854 3.81152 -2.35287  -0.007
F -2.16225 4.52538 -1.72927  -0.004
H 2.98772 6.14177 -0.60194  0.000
H 2.86442 7.10652 0.89583  0.000
H 1.87268 7.42283 -0.47667  0.000
H 0.66948 6.40195 1.43913  0.000
H 1.68558 4.91675 1.31032  0.000
C -3.11434 -2.86797 2.00272  0.001
C -3.60356 -3.23102 3.38132  0.000
O -3.46294 -4.61675 3.70813  0.000
C -4.19162 -5.07144 4.74908  0.000
O -4.86533 -4.41171 5.49641  0.000
C -4.01758 -6.56295 4.85889  0.000
F -5.11673 -7.17320 4.38776  0.000
F -2.96589 -7.05721 4.29773  0.000
F -3.85554 -6.82304 6.14382  0.000
H -2.96674 -1.79478 1.88196  0.001
H -3.82285 -3.12389 1.21494  -0.001
H -2.18870 -3.35255 1.69210  0.000
H -4.62859 -2.86706 3.45146  0.000
H -3.06122 -2.65515 4.13122  0.000
C 0.04614 0.06910 4.80573  0.000
C 0.33571 1.36703 5.65748  0.000
O 0.09741 2.47657 4.79945  0.000
C -1.09741 3.17008 5.01174  0.000
O -1.99115 2.90730 5.82144  0.000
C -1.26832 4.34822 4.09704  0.000
F -0.44351 4.21384 3.07059  0.000
F -2.50465 4.44983 3.68040  0.000
F -0.95462 5.55224 4.71531  0.000
H 0.16605 -0.86059 5.36197  0.000
H 0.77721 0.01132 3.99932  0.000
H -0.99812 0.02243 4.49679  0.000
H 1.40731 1.25094 5.81964  0.000
H -0.07180 1.47402 6.66276  0.000
C 3.53019 5.05247 -3.22128  0.000
C 3.16803 3.80893 -2.29680  0.003
O 4.40549 3.45406 -1.71517  -0.001
C 4.56873 2.39281 -0.95311  -0.001
O 3.75334 1.44394 -0.94091  0.000
C 5.81385 2.38753 -0.01305  0.000
F 6.87697 2.18986 -0.76280  0.000
F 5.96174 3.47809 0.74707  0.000
F 5.80046 1.39992 0.86353  0.000
H 3.89941 4.76533 -4.20584  0.000
H 4.32601 5.68241 -2.82383  0.000
H 2.62225 5.61434 -3.44047  -0.001
H 2.68228 2.97961 -2.81098  0.001
H 2.43818 4.01627 -1.51422  0.001
C -7.13836 5.36874 -0.97452  -0.001
C -7.12447 4.77715 0.37283  0.004
O -5.92082 4.07884 0.73060  -0.003
C -5.56964 2.83526 0.16321  0.005
O -6.26111 2.22440 -0.67166  -0.006
C -4.27611 2.23443 0.77328  0.014
F -3.39095 3.16822 1.01384  -0.002
F -4.51441 1.52526 1.82744  -0.003
F -3.60827 1.36764 -0.04985  -0.003
H -7.98611 6.00516 -1.22825  -0.002
H -6.87536 4.64252 -1.74363  0.000
H -6.28919 6.04042 -1.10051  0.000
H -7.96059 4.13311 0.64530  -0.001
H -7.16756 5.55725 1.13289  0.001
C 9.82655 -3.99269 -1.88359  0.000
C 8.66151 -3.77528 -2.97588  0.000
O 7.60413 -2.94913 -2.49817  0.000
C 6.70698 -3.33829 -1.54433  0.000
O 6.74453 -4.41001 -0.94574  0.000
C 5.66248 -2.28004 -1.23551  0.000
F 4.42187 -2.76823 -1.32307  0.000
F 5.87309 -1.85512 -0.03989  0.000
F 5.69691 -1.19243 -1.95834  0.000
H 9.47659 -3.73455 -0.88409  0.000
H 10.75802 -3.46314 -2.08368  0.000
H 10.10016 -5.04307 -1.78378  0.000
H 8.29888 -4.69704 -3.43081  0.000
H 9.07988 -3.09708 -3.71961  0.000
C -1.60768 1.18199 -3.64501  0.021
C -3.03576 1.72087 -3.94362  0.092
O -3.16039 3.08648 -3.93159  -0.229
C -4.41874 3.64591 -3.90776  1.044
O -5.46658 3.11576 -3.43568  0.124
C -4.44020 5.10326 -4.41953  -0.074
F -5.62292 5.36802 -4.98664  -0.024
F -4.25799 5.97536 -3.44127  0.013
F -3.54067 5.27069 -5.38002  -0.018
H -1.34213 0.30951 -4.24197  0.010
H -1.40830 0.96900 -2.59478  0.018
H -0.85371 1.85986 -4.04516  -0.012
H -3.75280 1.22831 -3.28685  -0.007
H -3.39506 1.34125 -4.90013  0.029

## Properties
<S²>: 0.753
Spin multiplicity: 2
HOMO (spin up / spin down) in eV: -0.13 / -4.87
Orbital gap (spin up / spin down) in eV: 1.224 / 5.973
Charge: -1
Lowest unoccupied orbital energy (spin up / spin down) in eV: 1.098 / 1.099

Formula: C23H31F3N3O3PPd
Source: the OMol25 dataset
Level of theory: the ωB97M-V functional and the def2-TZVPD basis

Each line ends with the Mulliken spin population.
Element x y z (Å)
Pd 1.65132 -0.42307 0.04737  1.302
C -7.08689 -3.23843 -4.80203  0.544
C -8.17540 -2.74488 -4.11942  -0.102
C -9.34511 -3.53725 -3.72000  0.215
C -10.44401 -2.91615 -3.15825  -0.099
C -10.39380 -1.53934 -2.93340  0.205
C -9.34566 -0.76953 -3.40683  -0.118
C -8.11715 -1.36717 -3.74269  0.248
C -11.45111 -0.83379 -2.40026  -0.028
N -12.43978 -0.35013 -2.07581  0.105
H -7.25125 -4.26740 -5.04056  0.016
H -6.23767 -2.80254 -5.19979  0.017
H -9.38276 -4.57409 -3.86227  0.004
H -11.25436 -3.49238 -2.79064  -0.005
H -9.56122 0.25652 -3.10392  -0.005
H -7.23563 -0.73560 -3.85491  0.002
O 0.99516 -2.47333 0.01756  0.204
N 2.14663 -2.79669 -0.52478  0.004
O 2.40695 -3.91492 -0.90224  0.023
O 3.00260 -1.87043 -0.61005  0.177
C 0.69201 1.83449 4.08133  0.009
C 0.69702 0.97043 2.78731  0.032
C 0.29329 1.73894 1.56188  0.060
P 2.14463 -0.00086 2.30763  0.189
C 2.02926 -1.55927 3.20647  -0.011
C 3.28076 -2.40323 2.86011  0.002
C 1.65810 -1.32774 4.65769  0.016
C 3.65870 0.93062 2.67834  0.035
C 3.65983 2.22903 1.91622  -0.007
C 4.05858 1.17419 4.18041  0.023
H -0.32642 2.19438 4.27158  0.003
H 1.29671 2.78916 4.03541  0.001
H 1.01962 1.24410 4.93680  -0.002
H -0.03334 0.22168 2.94362  0.017
H 0.95522 2.54985 1.30803  -0.013
H -0.68629 2.18847 1.64516  0.008
H 0.09635 1.12027 0.64484  -0.035
H 1.15269 -2.03022 2.73068  -0.009
H 4.17754 -2.20030 3.50441  0.000
H 3.46437 -2.28715 1.84831  -0.011
H 3.01543 -3.41765 2.97959  0.000
H 2.32915 -0.84415 5.29592  -0.002
H 1.35965 -2.31331 5.07496  0.004
H 0.67193 -0.84712 4.70186  -0.001
H 4.35501 0.23136 2.19381  0.022
H 2.99154 2.94234 2.32705  0.001
H 3.35876 2.09111 0.90349  0.013
H 4.72796 2.59905 1.92187  0.000
H 3.22236 1.57755 4.72854  -0.001
H 4.91854 1.88800 4.19840  0.002
H 4.35188 0.23441 4.65998  0.001
F 6.37655 3.92112 -3.46712  0.008
C 5.42044 3.35929 -4.20311  0.034
F 4.60586 4.43747 -4.64527  0.001
F 5.65714 2.45386 -5.06366  0.002
C 4.59310 2.49891 -3.06960  -0.040
C 5.06464 1.35224 -2.53673  0.056
C 4.20273 0.56185 -1.75536  0.052
N 2.99377 1.00216 -1.58266  0.436
C 2.29960 1.86297 -1.94071  0.008
C 3.14509 2.84855 -3.07508  0.296
H 6.04732 1.04352 -2.91230  0.009
H 4.71012 -0.34285 -1.26756  0.027
H 1.26603 2.13085 -1.78334  0.050
H 2.54592 3.74227 -3.60626  0.008

## Properties
<S²>: 6.079
Spin multiplicity: 5
Energy above the lowest of the compared OMol25 structures with the same formula, charge and spin in eV: 7.034
HOMO (spin up / spin down) in eV: -10.05 / -12.16
Orbital gap (spin up / spin down) in eV: 2.070 / 0.824
Charge: +2
Lowest unoccupied orbital energy (spin up / spin down) in eV: -7.975 / -11.340

Formula: C18H36BFNO14
Source: the OMol25 dataset
Level of theory: the ωB97M-V functional and the def2-TZVPD basis

Each line ends with the Löwdin charge.
Element x y z (Å)
B -3.73563 -0.01805 -4.02470  -0.380
C -2.98147 -0.68779 -5.27328  -0.413
O -2.45808 -1.77430 -5.38207  0.036
N -2.86878 0.12163 -6.58577  0.131
C -1.71412 0.78529 -6.80332  -0.577
O -1.00225 0.83070 -7.77057  0.085
F -1.39995 1.53317 -5.69869  0.056
H -3.94324 -0.85245 -3.17365  0.003
H -4.76473 0.49384 -4.44869  0.004
H -2.97726 0.86134 -3.61727  0.009
H -3.10190 -0.43671 -7.39779  0.129
C 1.91945 1.64804 -3.82450  -0.059
C 0.60449 1.60036 -3.07977  -0.185
O 0.56533 0.52176 -2.12258  0.041
C 1.23129 0.70924 -0.99844  -0.610
O 1.90828 1.66462 -0.69980  0.104
O 1.02837 -0.35561 -0.21395  -0.017
C 1.74128 -0.33646 1.02202  -0.033
H 2.11939 0.68533 -4.29585  0.084
H 1.86972 2.40869 -4.60305  0.082
H 2.74676 1.88587 -3.15522  0.069
H -0.21084 1.39608 -3.76436  0.103
H 0.39556 2.53962 -2.56814  0.123
H 1.55594 0.58423 1.57198  0.086
H 2.81068 -0.44886 0.84649  0.094
H 1.37268 -1.18571 1.59024  0.097
C -5.10702 -3.18675 2.70209  -0.071
C -5.04186 -3.68593 1.27368  -0.227
O -4.72177 -2.63964 0.35458  0.035
C -3.42436 -2.30628 0.29606  -0.609
O -2.54658 -2.83594 0.93635  0.104
O -3.28911 -1.31724 -0.56418  0.015
C -1.95526 -0.81583 -0.70864  -0.030
H -5.80423 -2.35140 2.77875  0.079
H -5.44548 -3.98568 3.36362  0.074
H -4.12770 -2.85033 3.03861  0.072
H -6.01631 -4.04763 0.94857  0.120
H -4.32119 -4.49698 1.16971  0.120
H -1.25893 -1.62220 -0.92506  0.100
H -1.66503 -0.31015 0.21272  0.090
H -1.97851 -0.12212 -1.54392  0.075
C 0.11645 4.07522 0.84393  -0.055
C -0.93207 3.13300 1.38378  -0.197
O -1.47908 3.58528 2.64014  0.040
C -2.38019 4.55607 2.55658  -0.613
O -2.77934 5.08595 1.55386  0.127
O -2.75351 4.88346 3.80131  -0.003
C -3.69797 5.95220 3.86315  -0.049
H 0.89560 4.25057 1.58744  0.085
H 0.57624 3.64338 -0.04215  0.059
H -0.32919 5.03351 0.57765  0.077
H -0.49923 2.16150 1.61727  0.113
H -1.74112 2.98398 0.67002  0.129
H -4.56376 5.74114 3.23947  0.095
H -3.23835 6.88615 3.54233  0.096
H -3.99619 6.02459 4.90518  0.089
C 8.21255 -2.37869 3.59874  -0.066
C 6.78570 -2.23510 4.08093  -0.214
O 5.86514 -2.08394 2.98944  0.035
C 5.53984 -3.21118 2.35610  -0.614
O 5.92017 -4.31833 2.63885  0.120
O 4.71657 -2.90048 1.35847  0.000
C 4.30564 -4.00915 0.55026  -0.029
H 8.48153 -1.54012 2.95572  0.081
H 8.89257 -2.39615 4.45073  0.078
H 8.34211 -3.30145 3.03544  0.075
H 6.66450 -1.32568 4.66608  0.122
H 6.48297 -3.08334 4.69394  0.122
H 3.88897 -4.80186 1.16676  0.096
H 5.14892 -4.39094 -0.02246  0.098
H 3.54690 -3.61940 -0.12118  0.095

## Properties
HOMO in eV: -5.52
Orbital gap in eV: 7.630
Charge: -1
Lowest unoccupied orbital energy in eV: 2.107